Formula: C7H4NO4S
Source: OMol25
Level of theory: the ωB97M-V functional and the def2-TZVPD basis

Atoms and positions in Å:
C: -2.952 0.066 -0.351
C: -2.330 -0.946 0.513
C: -1.920 0.733 -1.033
C: -0.950 -0.864 0.367
C: 0.389 0.698 -1.072
C: -0.694 0.250 -0.468
C: 2.087 1.085 1.421
N: 2.047 0.083 0.853
O: 2.022 2.113 2.018
O: 3.283 -2.233 0.446
O: 4.134 -0.305 -0.730
O: 1.099 1.374 -1.748
S: 2.976 -1.141 -0.436
H: -3.976 0.319 -0.279
H: -2.881 -1.499 1.280
H: -2.089 1.488 -1.836
H: -0.245 -1.221 1.058

multiplicity	1
net charge	-1
frontier orbital gap	8.86	eV
DFT total energy	-27838.83503	eV

Formula: C7H5Cl2O4P
Source: OMol25
Level of theory: the ωB97M-V functional and the def2-TZVPD basis

Atoms and positions in Å:
C: 0.771 -1.876 -1.720
C: 0.863 -2.048 -0.312
C: 0.166 -0.711 -2.284
C: 0.426 -1.015 0.535
C: -0.221 0.339 -1.478
C: -0.164 0.227 -0.003
C: 0.535 1.384 0.731
O: -1.800 -0.008 3.220
O: -2.398 2.275 2.073
O: -1.525 0.480 0.560
O: 0.108 1.522 2.161
P: -1.563 1.022 2.096
Cl: 0.218 2.958 -0.071
Cl: 2.240 1.340 0.715
H: 0.996 -2.593 -2.542
H: 1.325 -2.944 -0.118
H: 0.086 -0.598 -3.309
H: 0.535 -0.918 1.635
H: -0.596 1.163 -1.889

multiplicity	1
net charge	-2
frontier orbital gap	4.89	eV
DFT total energy	-49864.91076	eV

Q: Which of these has the highest net charge?
A: C7H4NO4S

Q: Look up the frontier orbital gap of the first one.
A: 8.86 eV

Q: What is the DFT total energy in the second record?
A: -49864.91076 eV